{
  "formula": "C37H91BClFNO15P2S",
  "method": "the ωB97M-V functional and the def2-TZVPD basis",
  "spin_multiplicity": 1,
  "total_energy_ev": -117381.5888,
  "homo_ev": -4.75,
  "fmax_ha_per_bohr": 0.0475,
  "charge": -1,
  "gap_ev": 6.800,
  "species": ["Cl", "S", "P", "P", "F", "O", "O", "O", "O", "O", "O", "O", "O", "O", "O", "O", "O", "O", "O", "O", "N", "C", "C", "C", "C", "C", "C", "C", "C", "C", "C", "C", "C", "C", "C", "C", "C", "C", "C", "C", "C", "C", "C", "C", "C", "C", "C", "C", "C", "C", "C", "C", "C", "C", "C", "C", "C", "C", "B", "H", "H", "H", "H", "H", "H", "H", "H", "H", "H", "H", "H", "H", "H", "H", "H", "H", "H", "H", "H", "H", "H", "H", "H", "H", "H", "H", "H", "H", "H", "H", "H", "H", "H", "H", "H", "H", "H", "H", "H", "H", "H", "H", "H", "H", "H", "H", "H", "H", "H", "H", "H", "H", "H", "H", "H", "H", "H", "H", "H", "H", "H", "H", "H", "H", "H", "H", "H", "H", "H", "H", "H", "H", "H", "H", "H", "H", "H", "H", "H", "H", "H", "H", "H", "H", "H", "H", "H", "H", "H", "H"],
  "positions_angstrom": [[1.14415, 2.52769, 3.36209], [-0.05323, 0.08993, 0.04555], [2.32939, 0.97368, 4.15312], [-1.47774, -0.13063, 1.39830], [1.75922, -1.66909, 4.77237], [6.20671, 3.10497, 3.37629], [-3.11760, 5.18343, -1.13904], [3.31062, 1.05385, -5.21866], [-1.31081, 0.73969, -3.83572], [-0.11722, -0.26987, 5.09500], [2.35721, -1.64949, -1.99557], [-2.41119, -6.82837, 4.66174], [3.16443, 0.52113, 2.79319], [-6.21326, 0.46948, -2.11975], [-5.63140, 5.17228, -5.41035], [-3.84892, -2.74703, 4.63840], [-3.24401, 3.11141, 1.78953], [0.53633, -0.75863, 2.93257], [-2.96508, 1.08060, 3.80551], [9.04843, -0.10002, 2.34694], [-2.28087, -3.97312, 3.48923], [-2.57841, -7.27649, 6.00140], [-2.71446, 2.45443, 4.07229], [-6.11826, 4.27406, -6.40388], [-4.10530, -0.69968, -1.83016], [8.46201, -1.39845, 2.26440], [-2.74768, -6.08562, 6.93418], [5.34388, 4.40110, 1.52250], [3.71711, -3.65083, -1.92285], [-3.11361, 5.75997, -3.46832], [-3.75228, -8.24030, 6.10300], [6.53780, 3.65905, 2.10774], [7.22883, -1.48132, 3.15132], [-2.63502, -2.96333, 4.41800], [-5.61297, -0.81884, -1.98231], [-2.27298, 5.38094, -2.26386], [7.02729, 2.56674, 1.16777], [-3.51210, 4.22469, 0.96276], [-0.87754, -4.39590, 3.42081], [4.28492, -1.62884, -0.53324], [-7.63671, 4.19269, -6.35238], [4.72503, 0.88335, -5.14877], [-2.41425, 0.24133, 4.82691], [0.22673, -0.16374, -5.47980], [-1.29634, -0.74793, 4.43430], [-5.98217, -1.70215, -3.16623], [-2.90106, -3.78289, 2.17410], [-3.44122, 3.40128, 3.15666], [-0.76480, -1.59733, -3.69228], [5.27892, 0.47551, -6.50591], [-0.82170, -0.99026, 2.94698], [-1.58952, -2.11406, 5.11886], [9.48554, -2.46771, 2.61858], [-5.62519, 4.68666, -7.78310], [5.38923, 2.14793, -4.62606], [-0.99570, -0.41241, -4.60863], [3.16925, -2.45750, -1.15160], [-2.72723, 4.09491, -0.32076], [1.06743, -0.53918, 4.27885], [-2.14526, -3.81212, 1.39109], [-1.65556, -7.80376, 6.24870], [-1.66983, 4.18523, -0.06662], [-8.02173, 3.47714, -7.08051], [3.12885, 1.76581, -5.83997], [-3.64242, -5.51745, 6.66678], [9.31729, 0.04854, 3.25866], [-1.89542, -5.41101, 6.84951], [0.09018, -1.40516, -3.03939], [9.06232, -3.46854, 2.52143], [5.49438, 2.46655, 3.24211], [-4.50938, 3.42795, 3.40997], [-3.23328, -0.31259, 5.28972], [2.52957, 0.36069, 2.07701], [7.87414, 2.03642, 1.60211], [-2.02504, -1.87042, 6.08661], [-6.04055, -1.23941, -1.07088], [5.20254, 2.98253, -5.30771], [-1.87368, -0.58246, -5.23714], [7.32588, 2.97670, 0.20000], [-6.00461, 5.67982, -8.03967], [-3.61245, -4.58111, 1.95518], [-0.57407, -2.51416, -4.25545], [-5.69534, 3.30314, -6.14348], [-5.84817, 0.87877, -2.91116], [-1.62825, -1.75881, -3.04895], [7.34608, 4.36698, 2.30284], [-5.56516, -2.70466, -3.05895], [4.98154, 2.41867, -3.65238], [2.90809, -1.30538, -2.70630], [-1.55195, 6.16762, -2.03356], [-2.37468, -1.07334, 0.87159], [1.09355, 0.05424, -4.85636], [-0.64510, -2.60314, 5.31347], [-4.53638, 4.73431, -7.80021], [-3.65994, -0.24165, -2.71741], [-1.72533, 4.46723, -2.46673], [6.50615, -0.71183, 2.88124], [5.00341, 5.17875, 2.20667], [4.93843, -1.22883, -1.31583], [-5.95574, 3.98463, -8.55014], [5.59394, 4.86222, 0.56450], [-3.44968, -2.84758, 2.12403], [0.06640, 0.69839, -6.13121], [6.23360, 1.83270, 1.00180], [-3.19829, -6.33524, 4.40504], [-1.97605, 0.86638, 5.59328], [-3.04477, 4.39633, 3.37609], [6.46814, 2.01911, -4.52839], [-3.35627, 4.90428, -4.08772], [-8.07591, 5.17117, -6.56666], [-0.38271, -4.32196, 4.37785], [-0.57883, 0.89792, -3.22812], [4.88242, 0.07249, -4.43581], [-3.61162, -9.08599, 5.42905], [-1.64591, 2.67131, 4.05089], [-2.83802, -6.40443, 7.97426], [4.30945, -4.30252, -1.27809], [-4.58218, 4.31859, 0.75425], [4.89165, -2.22427, 0.15104], [3.87178, -0.78502, 0.01783], [-4.03689, 6.22107, -3.12886], [7.50283, -1.32153, 4.19771], [4.50952, 3.71236, 1.36807], [-2.58556, 6.48294, -4.09019], [-3.05796, 2.70668, 5.08091], [-0.30969, -3.87294, 2.64946], [-3.18627, 5.15006, 1.44313], [-3.64735, -1.67962, -1.68277], [6.35497, 0.30171, -6.45953], [-2.92135, 3.13157, -0.80063], [-1.00997, -2.03387, 2.69346], [-3.86914, -8.61965, 7.11967], [-4.67926, -7.73725, 5.81531], [5.08896, 1.26041, -7.24327], [-7.06588, -1.78313, -3.26135], [2.90209, -4.23334, -2.35391], [0.45951, -1.03127, -6.10072], [-7.96807, 3.89150, -5.35887], [4.35330, -3.31103, -2.74607], [2.50189, -2.80675, -0.36341], [-2.11088, 1.09388, 1.57814], [-0.86640, -5.45085, 3.14945], [-5.59821, -1.26856, -4.09401], [-3.84711, -0.06675, -0.98096], [4.79332, -0.43441, -6.85910], [9.82634, -2.33795, 3.64948], [6.74403, -2.45502, 3.06904], [8.16528, -1.51316, 1.22090], [10.35892, -2.39338, 1.96938], [-5.98381, 6.04670, -5.60232]],
  "forces_ev_per_angstrom": [[-0.26, -0.07, -0.03], [-0.09, -0.10, 0.03], [1.01, 0.12, 0.62], [1.23, 0.11, -0.74], [0.28, -0.03, -0.05], [0.11, 0.06, 0.03], [-0.15, -0.22, -0.07], [0.13, -0.18, 0.12], [-0.13, 0.23, -0.22], [-0.39, 0.16, -0.51], [-0.13, -0.07, -0.05], [0.13, -0.35, -0.01], [-0.15, 0.35, -0.16], [-0.14, -0.08, 0.09], [0.03, -0.18, -0.01], [2.31, -0.26, -0.73], [0.22, 0.12, 0.16], [0.36, -0.32, 0.02], [0.16, 0.07, 0.15], [0.11, -0.04, -0.24], [0.67, 1.64, 0.53], [-0.31, 0.20, 0.07], [0.22, -0.10, 0.09], [-0.18, 0.21, -0.16], [-0.04, 0.11, 0.08], [-0.07, -0.07, 0.35], [0.08, 0.03, 0.00], [-0.02, 0.09, 0.09], [-0.11, -0.05, -0.03], [0.20, 0.19, -0.02], [0.04, -0.09, -0.07], [-0.30, -0.21, -0.20], [-0.04, 0.10, -0.09], [-2.11, -0.24, 0.17], [0.23, -0.01, -0.23], [-0.23, 0.03, 0.03], [0.15, -0.01, 0.06], [-0.06, -0.01, -0.06], [-0.34, -0.62, -0.42], [-0.06, 0.08, 0.04], [0.00, -0.04, 0.12], [0.07, 0.26, -0.19], [-0.60, -0.03, -0.39], [-0.13, 0.18, -0.11], [0.97, 0.17, 0.45], [-0.15, 0.01, 0.02], [-0.56, -0.79, 0.04], [-0.34, -0.13, -0.07], [-0.07, -0.16, 0.13], [-0.06, -0.11, -0.01], [-0.22, 0.42, 0.01], [-0.57, -0.23, 0.29], [0.09, 0.04, -0.10], [0.12, -0.02, 0.02], [-0.06, -0.01, 0.12], [0.27, -0.13, 0.11], [0.26, 0.06, -0.07], [-0.04, 0.31, 0.18], [-1.02, 0.05, -0.13], [0.17, 0.13, 0.01], [0.05, 0.00, -0.06], [0.19, -0.26, -0.08], [0.00, 0.01, -0.01], [-0.06, 0.05, -0.02], [-0.04, -0.03, 0.01], [-0.06, 0.03, 0.09], [0.03, -0.02, 0.01], [0.03, -0.06, -0.01], [-0.01, 0.00, 0.02], [-0.08, 0.00, 0.08], [-0.09, -0.13, -0.21], [-0.17, -0.01, -0.26], [-0.06, -0.33, -0.06], [0.01, 0.00, -0.02], [0.07, -0.05, 0.14], [-0.06, 0.06, 0.03], [0.04, -0.02, -0.05], [-0.03, 0.02, 0.00], [-0.03, 0.01, 0.00], [-0.07, -0.01, -0.01], [-0.05, -0.06, -0.04], [0.03, 0.03, -0.03], [0.05, 0.00, 0.06], [0.08, 0.05, 0.02], [-0.05, 0.00, 0.00], [0.03, -0.01, 0.05], [0.02, 0.00, 0.00], [0.01, -0.03, 0.01], [0.05, 0.05, -0.03], [0.12, 0.06, 0.10], [-0.55, 0.26, 0.41], [0.05, -0.06, 0.03], [0.17, -0.07, -0.26], [0.00, -0.03, 0.01], [0.03, -0.05, -0.03], [0.25, -0.22, -0.05], [-0.02, -0.02, -0.02], [0.02, 0.01, 0.01], [0.03, -0.06, -0.02], [-0.02, 0.01, 0.00], [0.00, -0.02, 0.00], [-0.01, 0.10, 0.08], [-0.03, -0.02, -0.02], [-0.06, 0.05, -0.04], [0.05, 0.21, 0.02], [0.23, 0.07, 0.24], [0.06, 0.13, 0.10], [0.00, 0.00, -0.01], [-0.17, -0.10, 0.02], [0.01, 0.00, -0.07], [0.02, 0.11, 0.11], [-0.05, -0.06, 0.20], [-0.06, -0.03, 0.03], [0.03, 0.00, 0.01], [0.22, -0.19, -0.17], [-0.01, 0.00, 0.00], [0.01, 0.01, 0.00], [-0.09, -0.07, -0.03], [0.01, 0.00, 0.00], [-0.03, -0.02, 0.03], [-0.11, 0.03, -0.01], [0.03, -0.06, 0.02], [0.02, -0.03, -0.03], [0.03, 0.01, -0.09], [-0.05, -0.02, 0.16], [0.11, 0.27, 0.12], [-0.02, 0.10, 0.16], [0.02, 0.00, -0.01], [0.00, 0.02, 0.00], [0.08, -0.03, -0.10], [-0.19, -0.06, -0.09], [-0.01, 0.02, 0.01], [-0.01, 0.04, 0.05], [0.04, 0.05, 0.02], [0.00, -0.01, 0.03], [-0.01, 0.00, 0.03], [-0.01, -0.01, 0.02], [0.01, -0.02, 0.00], [0.05, 0.02, 0.03], [-0.08, 0.05, 0.00], [-0.44, -0.19, 0.28], [-0.03, -0.08, 0.03], [0.07, -0.01, 0.01], [-0.03, -0.01, 0.03], [0.00, -0.01, 0.02], [-0.06, -0.02, 0.04], [0.00, -0.01, 0.01], [0.02, 0.07, -0.05], [-0.02, 0.00, -0.02], [-0.02, 0.07, 0.00]]
}